An isolated molecule of C3H6N2OSi, computed with wB97M-V/def2-TZVPD.

Each line ends with the natural charge from an NBO analysis.
Geometry (Å):
C  2.051  0.719  0.000  -0.332
C  0.687  0.920  0.035  -0.037
C  2.164  -0.647  -0.050  -0.092
N  0.011  -0.232  0.070  -0.519
N  0.938  -1.243  0.017  0.248
O  0.520  -2.433  0.010  -0.556
Si  -1.748  -0.545  -0.027  1.057
H  2.728  1.495  -0.136  0.239
H  0.141  1.909  0.270  0.224
H  3.067  -1.266  -0.340  0.239
H  -2.013  -1.550  1.127  -0.131
H  -2.741  0.602  -0.045  -0.146
H  -1.958  -1.112  -1.232  -0.195

highest occupied orbital energy: -7.897 eV
energy relative to the best compared isomer or geometry (same formula, charge and spin): 23.1 kcal per mole
structure (SMILES): [O-][n+]1cccn1[SiH3]



A structure of composition C25H20AlCl2F5NOSSeSi, computed with wB97M-V/def2-TZVPD.

Each line ends with the Löwdin spin population.
Geometry (Å):
Al  0.237  -0.485  -0.541  0.018
O  1.206  0.734  0.234  0.007
N  1.458  1.691  1.121  0.001
C  1.934  1.288  2.324  0.000
C  2.222  2.186  3.297  0.000
C  1.985  3.545  3.021  0.000
C  1.496  3.919  1.809  0.000
C  1.218  2.988  0.767  0.000
S  0.663  3.413  -0.764  0.000
H  2.044  0.219  2.418  0.000
H  2.588  1.843  4.251  0.000
H  2.184  4.295  3.776  0.000
H  1.294  4.954  1.573  0.000
Cl  2.114  -2.034  -0.649  0.095
C  1.908  -3.826  -1.057  0.575
Cl  3.444  -5.735  -1.514  0.257
H  1.440  -3.907  -2.025  0.018
H  1.443  -4.313  -0.214  0.019
C  3.719  1.137  -5.283  0.000
C  3.028  2.113  -4.577  0.000
C  1.856  1.793  -3.905  0.000
C  1.338  0.493  -3.927  0.000
C  2.053  -0.473  -4.641  0.000
C  3.229  -0.160  -5.313  0.000
Si  -0.179  -0.042  -2.927  0.003
C  -1.700  0.990  -3.390  0.001
C  -1.746  2.385  -3.329  0.000
C  -2.909  3.084  -3.620  0.000
C  -4.064  2.401  -3.977  0.000
C  -4.045  1.016  -4.040  0.000
C  -2.876  0.323  -3.750  0.000
H  4.643  1.383  -5.794  0.000
H  3.408  3.127  -4.533  0.000
H  1.355  2.563  -3.333  0.000
H  1.687  -1.493  -4.670  0.000
H  3.762  -0.932  -5.854  0.000
H  -0.517  -1.344  -3.593  0.000
H  -0.866  2.939  -3.028  0.000
H  -2.915  4.165  -3.549  0.000
H  -4.976  2.946  -4.190  0.000
H  -4.942  0.471  -4.311  0.000
H  -2.877  -0.760  -3.803  0.000
C  -1.177  -1.475  0.317  0.003
H  -1.376  -2.377  -0.273  0.001
H  -2.088  -0.869  0.319  0.000
H  -0.984  -1.766  1.351  0.000
F  -2.924  4.082  8.060  0.000
C  -2.639  3.508  6.872  0.000
C  -3.500  3.633  5.800  0.000
F  -4.642  4.334  5.954  0.000
C  -3.193  3.045  4.586  0.000
F  -4.094  3.219  3.607  0.000
C  -2.027  2.311  4.354  0.000
Se  -1.605  1.545  2.671  0.000
C  -1.196  2.203  5.473  0.000
F  -0.044  1.511  5.408  0.000
C  -1.479  2.780  6.699  0.000
F  -0.629  2.638  7.737  0.000

2S+1: 2
highest occupied orbital energy: -2.043 eV
net charge: -2
<S²>: 0.755
energy relative to the best compared isomer or geometry (same formula, charge and spin): 0.0 kcal per mole



A structure of composition C63H48BiN2P2S2Si, computed with wB97M-V/def2-TZVPD.

Each line ends with the Löwdin charge.
Geometry (Å):
Bi  0.182  -0.875  0.120  1.494
C  0.003  2.492  0.904  -0.208
Si  -1.316  1.107  0.965  0.478
C  -2.781  2.218  0.481  -0.304
C  -3.482  2.980  1.406  -0.086
C  -4.103  4.154  1.016  -0.061
C  -3.993  4.606  -0.290  -0.060
C  -3.362  3.821  -1.239  -0.106
C  -2.790  2.615  -0.860  -0.419
P  -2.140  1.365  -2.018  1.083
C  -3.703  0.887  -2.869  -0.342
C  -3.697  -0.360  -3.492  -0.118
C  -4.830  -0.834  -4.128  -0.077
C  -5.981  -0.067  -4.162  -0.080
C  -5.995  1.171  -3.540  -0.072
C  -4.870  1.641  -2.886  -0.070
C  -1.320  2.396  -3.283  -0.376
C  -1.285  2.006  -4.620  -0.098
C  -0.512  2.706  -5.527  -0.088
C  0.237  3.794  -5.111  -0.076
C  0.215  4.181  -3.779  -0.073
C  -0.550  3.480  -2.868  -0.112
C  -1.564  0.528  2.777  -0.302
C  -1.632  1.402  3.858  -0.097
C  -1.846  0.944  5.147  -0.066
C  -2.030  -0.408  5.390  -0.070
C  -1.974  -1.300  4.338  -0.087
C  -1.709  -0.834  3.055  -0.396
P  -1.598  -2.040  1.708  0.907
C  -3.320  -2.628  1.564  -0.344
C  -4.218  -1.718  1.008  -0.100
C  -5.538  -2.081  0.830  -0.062
C  -5.967  -3.346  1.201  -0.065
C  -5.074  -4.243  1.763  -0.067
C  -3.748  -3.891  1.948  -0.077
C  -0.531  -3.378  2.318  -0.388
C  0.440  -3.134  3.287  -0.100
C  1.431  -4.070  3.524  -0.063
C  1.485  -5.230  2.770  -0.069
C  0.539  -5.464  1.784  -0.065
C  -0.466  -4.542  1.556  -0.107
H  -0.439  3.473  1.042  0.039
H  0.474  2.479  -0.074  0.002
H  0.784  2.356  1.640  0.009
H  -3.544  2.660  2.436  0.094
H  -4.646  4.740  1.742  0.108
H  -4.413  5.560  -0.572  0.110
H  -3.278  4.163  -2.263  0.118
H  -2.801  -0.966  -3.469  0.077
H  -4.826  -1.811  -4.591  0.105
H  -6.866  -0.429  -4.662  0.106
H  -6.890  1.775  -3.559  0.107
H  -4.921  2.598  -2.392  0.086
H  -1.874  1.160  -4.948  0.101
H  -0.498  2.405  -6.565  0.107
H  0.832  4.344  -5.822  0.105
H  0.791  5.033  -3.450  0.107
H  -0.562  3.778  -1.828  0.094
H  -1.513  2.460  3.683  0.108
H  -1.878  1.646  5.966  0.112
H  -2.211  -0.765  6.391  0.112
H  -2.127  -2.358  4.502  0.118
H  -3.875  -0.731  0.720  0.096
H  -6.229  -1.371  0.405  0.111
H  -6.999  -3.626  1.061  0.109
H  -5.413  -5.219  2.069  0.109
H  -3.058  -4.595  2.393  0.102
H  0.425  -2.208  3.842  0.069
H  2.175  -3.883  4.285  0.109
H  2.279  -5.944  2.934  0.108
H  0.600  -6.353  1.175  0.110
H  -1.195  -4.705  0.774  0.106
S  1.769  -0.393  5.939  1.055
C  2.528  -0.421  7.474  -0.394
C  3.876  -0.278  7.389  -0.172
C  4.324  -0.139  6.063  -0.108
C  3.308  -0.172  5.144  -0.464
C  3.368  -0.027  3.710  -0.190
C  2.195  0.232  2.973  -0.107
N  2.155  0.363  1.676  0.013
C  3.284  0.240  0.965  -0.173
C  4.535  0.018  1.592  -0.124
C  5.716  -0.079  0.800  -0.006
C  5.654  0.015  -0.548  -0.008
C  4.410  0.211  -1.214  -0.124
C  4.314  0.241  -2.607  0.046
C  3.079  0.399  -3.221  -0.192
C  1.956  0.522  -2.376  -0.089
N  2.022  0.460  -1.069  -0.005
C  3.216  0.324  -0.462  -0.163
C  2.924  0.353  -4.652  -0.475
C  1.781  0.096  -5.365  -0.123
C  1.996  0.044  -6.753  -0.173
C  3.296  0.265  -7.090  -0.394
S  4.286  0.538  -5.720  1.069
C  4.550  -0.122  2.985  0.067
H  1.924  -0.529  8.353  0.066
H  4.527  -0.264  8.244  0.108
H  5.360  0.002  5.807  0.113
H  1.247  0.345  3.484  0.085
H  6.659  -0.228  1.306  0.121
H  6.541  -0.081  -1.155  0.121
H  5.203  0.098  -3.206  0.107
H  0.967  0.665  -2.790  0.107
H  0.827  -0.082  -4.906  0.099
H  1.222  -0.157  -7.470  0.108
H  3.735  0.268  -8.068  0.068
H  5.488  -0.319  3.482  0.125
C  -1.255  -3.870  -3.612  -0.080
C  -0.026  -3.235  -3.674  -0.079
C  0.317  -2.292  -2.717  -0.155
C  -0.586  -1.922  -1.727  -0.424
C  -1.838  -2.522  -1.716  -0.192
C  -2.162  -3.512  -2.630  -0.089
H  -1.510  -4.637  -4.327  0.106
H  0.685  -3.499  -4.443  0.107
H  1.303  -1.849  -2.754  0.078
H  -2.568  -2.216  -0.980  0.061
H  -3.123  -4.005  -2.567  0.110

highest occupied orbital energy: -9.679 eV
net charge: +1
energy relative to the best compared isomer or geometry (same formula, charge and spin): 0.0 kcal per mole



An isolated molecule of C11H21N3O3, computed with wB97M-V/def2-TZVPD.

Each line ends with the natural charge from an NBO analysis.
Geometry (Å):
C  -0.311  2.345  0.536  -0.120
C  -0.967  1.614  -0.615  0.675
C  0.966  1.493  0.737  -0.411
C  1.957  0.960  -0.269  -0.408
C  3.123  0.129  0.218  -0.419
C  4.129  -0.376  -0.805  -0.233
C  -1.626  -0.545  0.628  -0.193
C  -0.688  -1.663  0.525  0.807
C  -2.996  -1.344  0.590  -0.411
C  -3.506  -0.992  -0.837  -0.389
C  -2.271  -0.438  -1.601  -0.206
H  -1.879  3.238  1.524  0.377
H  -0.431  2.947  2.406  0.368
H  0.339  3.313  0.164  0.203
H  0.746  0.626  1.422  0.201
H  1.762  2.116  1.341  0.206
H  1.592  0.352  -1.179  0.225
H  2.570  1.880  -0.672  0.199
H  3.539  0.556  1.136  0.191
H  2.741  -0.733  0.949  0.184
H  4.684  0.417  -1.555  0.204
H  3.349  -0.967  -1.340  0.200
H  4.836  -2.175  0.081  0.354
H  5.624  -0.781  0.421  0.342
H  -1.545  -0.120  1.649  0.262
H  -3.671  -0.717  1.206  0.228
H  -2.975  -2.458  0.606  0.244
H  -3.788  -1.890  -1.515  0.200
H  -4.326  -0.488  -0.818  0.194
H  -1.612  -1.143  -2.064  0.232
H  -2.534  0.242  -2.374  0.226
H  0.164  -2.971  1.973  0.509
N  -1.134  2.512  1.730  -0.824
N  5.234  -1.295  -0.290  -0.820
N  -1.559  0.334  -0.473  -0.459
O  -0.881  1.876  -1.808  -0.606
O  -0.345  -2.080  -0.628  -0.604
O  -0.501  -2.197  1.841  -0.730

highest occupied orbital energy: -8.951 eV
energy relative to the best compared isomer or geometry (same formula, charge and spin): 133.5 kcal per mole
structure (SMILES): NCCCC[C@H](N)C(=O)N1CCC[C@H]1C(=O)O